The following is a quantum chemistry calculation of 25 unconnected molecules or ions with the total composition C57H164O25 in a non-equilibrium geometry, from the OMol25 dataset.

Calculated values
Energy above the lowest of the compared OMol25 structures with the same formula, charge and spin (kJ/mol): 111.7
Orbital gap (eV): 10.20
Spin multiplicity: 1

```
246
Properties=species:S:1:pos:R:3:forces:R:3:mulliken_charge:R:1
C 19.930940 11.278703 11.887981 -0.1257 0.4374 -0.2735 -0.4184
C 21.343928 11.803842 11.792141 0.8068 -1.0247 -0.3555 -0.6138
O 21.500053 13.022563 12.482703 0.0750 -0.1432 -0.5470 -0.3262
H 19.440923 11.881897 11.110904 -0.8418 -0.1652 0.6947 0.0999
H 19.582144 11.480296 12.928988 -0.1634 -0.3257 -0.9777 -0.1287
H 19.822804 10.219874 11.588092 0.1607 0.4485 0.3791 0.4281
H 21.610808 11.958736 10.738106 0.0014 -0.0128 0.2892 0.5565
H 22.052882 11.033595 12.131530 0.0967 0.3283 0.3249 0.3542
H 21.688057 12.793270 13.410837 0.3177 0.1273 0.2580 0.1962
C 16.797964 22.826862 14.359483 0.9468 -0.1765 0.1246 -1.7219
C 16.628643 21.302519 14.244377 0.2781 0.7525 0.8564 1.4856
O 17.749176 20.546486 13.755521 -0.0772 1.1137 0.1678 -0.2863
H 17.557220 23.016908 15.110811 0.3515 0.4108 -0.1690 0.3358
H 15.958842 23.486474 14.590408 -0.5729 -0.8760 0.4601 0.3701
H 17.062701 23.215444 13.390457 0.7913 0.0752 -0.4373 0.4959
H 15.851433 21.243681 13.531635 -0.9838 -1.0199 -0.7111 -0.5102
H 16.339727 20.889297 15.220690 -0.2521 0.1096 -0.2997 -0.6281
H 18.588437 20.959045 14.054241 -0.4393 -0.1845 0.0975 0.1358
C 11.700645 20.620342 17.028419 1.0313 -0.9789 -1.1382 -0.9019
C 11.146957 19.189069 16.861187 -0.7327 1.5608 0.3258 0.4879
O 10.748642 18.822503 15.558460 0.4841 -0.8674 -0.0609 -0.4878
H 10.946094 21.343686 16.750638 -0.0983 0.2639 0.2153 0.3689
H 12.622848 20.839884 16.451733 -0.5521 -0.3015 -0.1799 0.0522
H 12.053556 20.681783 18.036158 -0.2295 0.4191 0.8732 0.3573
H 10.307596 19.194902 17.591687 0.0856 -0.5563 -0.4954 0.2023
H 11.843690 18.428884 17.149259 0.5453 -0.2892 0.3722 -0.2933
H 10.241446 19.487468 15.106402 -0.3326 0.8509 0.0227 0.1755
C 11.668931 14.716629 16.476803 -0.8405 -0.4417 0.3927 -1.2692
C 12.623376 15.607706 15.752932 -1.5394 1.7764 -1.6960 0.4833
O 13.820053 14.958084 15.496737 1.4192 -0.4841 0.3704 -0.0260
H 11.465781 13.731103 15.980352 0.1707 1.0759 0.0407 0.2774
H 10.708617 15.246298 16.699640 0.7796 -0.4822 -0.2216 0.3212
H 12.151230 14.460408 17.403657 -0.0642 -0.1853 0.7749 0.1975
H 12.748734 16.633796 16.239312 -0.0307 -1.3272 -0.1743 -0.2751
H 12.214632 15.835525 14.738262 -0.1694 0.1728 0.6857 0.2264
H 14.185752 15.429883 14.731025 0.2849 -0.0357 -0.0281 -0.3246
C 16.990806 17.374145 22.250910 -0.5402 -0.0477 0.8944 -0.5598
C 16.913027 18.879280 22.347450 0.2200 0.1844 -0.8927 -0.1485
O 16.273615 19.456918 21.175731 0.7340 0.0737 -0.1728 -0.2424
H 17.762932 17.047426 21.562032 -0.0523 -0.1610 -0.0749 0.0354
H 16.017335 17.017443 21.932140 -0.0153 -0.3174 -0.2371 -0.0546
H 17.160476 16.963410 23.266220 0.1977 0.0967 -0.5067 0.4549
H 17.942574 19.243490 22.408478 -0.2242 0.4677 0.3198 0.0188
H 16.315443 19.170089 23.221164 0.2606 0.1478 -0.2543 0.4107
H 16.932720 19.801802 20.521105 -0.6352 -0.2290 1.0223 0.0002
C 21.290977 18.427095 19.400740 -0.0974 1.8546 2.8849 -0.7182
C 20.011057 18.961356 20.096308 -0.1625 -0.5780 -0.3872 0.3205
O 19.250107 19.928222 19.340430 -0.4672 -2.5454 -1.7216 1.2640
H 22.041459 19.163782 19.084785 -0.4653 0.1837 0.1723 -0.0629
H 20.998358 17.890498 18.579561 -0.3714 -1.8202 -2.0253 -0.1069
H 21.741783 17.861470 20.229786 0.1613 -0.4796 -0.6889 0.5059
H 20.264942 19.379927 21.050366 0.1296 0.6476 0.4477 0.5102
H 19.338188 18.090126 20.351786 0.6041 0.6755 -0.4384 -0.6905
H 18.725650 19.314099 18.654629 0.8248 1.7818 1.4238 -0.1288
C 15.552121 13.137679 19.761375 -1.3495 -1.0980 -0.0953 -0.9857
C 14.769749 13.577637 18.534717 -1.2618 -0.1187 0.4216 0.3579
O 15.587876 14.308919 17.656037 0.3748 0.1428 -0.5186 -0.2767
H 15.975871 13.938568 20.324307 0.0914 0.8459 0.2840 0.0825
H 16.379340 12.501995 19.451774 -0.0670 -0.3574 0.0890 0.0083
H 14.806454 12.591234 20.416283 1.1116 0.3484 -0.5680 0.3986
H 13.943652 14.274637 18.832187 0.2994 -0.7521 0.0885 -0.3091
H 14.292057 12.676886 18.024756 0.6232 0.9817 0.4759 0.4299
H 15.004092 14.577893 16.923556 0.1273 0.0487 -0.3546 -0.0007
C 20.033915 19.134829 12.013466 0.2448 -1.0180 0.7534 -1.4050
C 19.827852 18.418741 13.358205 1.0780 0.4766 -0.5876 0.7658
O 20.849242 17.454768 13.658954 -0.2571 -0.4471 -0.3598 0.4514
H 20.248915 18.389638 11.270318 0.0169 -0.4426 -0.5313 0.2944
H 20.869693 19.815310 12.000148 0.0987 0.5166 0.1457 0.2473
H 19.084255 19.564491 11.773539 -0.3451 0.7948 -0.3235 0.4186
H 18.833819 17.995012 13.277005 -0.1163 -0.4212 0.5862 -0.2600
H 19.922535 19.143725 14.158398 -0.4689 0.0117 0.1972 0.0196
H 20.724396 16.658316 13.079777 -0.0858 0.5396 0.3657 -0.1623
C 18.628206 9.972904 20.001159 1.1725 2.7018 2.6480 -1.1300
C 17.680756 9.479243 19.030479 -2.0853 0.1319 -0.3086 0.7960
O 18.425004 8.512836 18.372072 0.5524 -1.6969 -1.6080 -0.5803
H 19.051385 9.163451 20.575961 0.1728 -0.2325 0.1961 0.3619
H 18.241352 10.748473 20.739708 0.0446 -1.0173 -0.9068 0.3090
H 19.436557 10.508464 19.487061 0.0473 -0.3320 0.0413 0.1121
H 17.404009 10.309844 18.374288 -0.2592 -0.1096 -0.2139 -0.4663
H 16.745490 9.094817 19.502425 0.5548 0.0150 -0.3441 0.2556
H 17.950488 7.902127 17.783690 -0.2345 0.4871 0.5405 0.3306
C 11.877176 19.357623 20.597063 -1.6596 -0.4939 0.9900 -1.2967
C 12.902239 18.256543 20.681719 0.8868 -0.5825 1.3991 0.6221
C 12.406284 16.805973 20.296466 0.0319 1.5019 1.5367 -0.8942
O 14.030493 18.549117 19.851922 -2.0866 -1.6567 -1.6936 -0.1187
H 11.155660 19.169724 21.439431 0.6779 0.5489 -0.4199 0.4045
H 11.210143 19.314147 19.742548 0.2626 -0.1729 -0.5637 0.1226
H 12.286820 20.367629 20.646838 0.1364 -0.1909 0.2353 0.3137
H 13.307606 18.270911 21.769851 -0.7442 -0.3280 -1.4921 0.3385
H 12.155457 16.836167 19.250361 -0.1476 -0.3167 -0.4744 0.0229
H 11.565291 16.414804 20.918471 0.4092 0.6718 -0.5571 0.4430
H 13.242514 16.164107 20.518740 0.3604 -0.4286 -0.3512 0.1118
H 14.632126 19.062210 20.333695 1.8787 1.3067 1.3855 -0.0097
C 21.246220 23.760691 21.475087 0.8738 0.0592 0.2660 -1.6285
C 21.232937 22.222674 21.547220 -0.9615 0.4417 0.9066 2.1863
C 22.506020 21.817756 22.227499 -0.1416 -1.2034 -0.0469 -1.8252
O 20.097278 21.728952 22.322452 0.9022 0.2167 -0.2997 -0.6314
H 21.031066 24.194912 22.444142 -0.1705 -0.2929 0.5042 0.4221
H 20.548605 24.228953 20.816709 -0.4943 0.0329 -0.8031 0.2791
H 22.272011 24.137381 21.265699 -0.6808 -0.3065 -0.3336 0.3702
H 21.201174 21.711722 20.570170 0.0677 0.5444 0.0502 -0.5475
H 22.671429 20.757471 22.111313 0.1226 -0.4607 0.0098 0.3539
H 22.683620 22.048420 23.260537 -0.7317 0.3567 0.6908 0.3803
H 23.268467 22.330539 21.721408 1.3592 0.4400 -0.8896 0.4461
H 19.312826 21.787294 21.771887 -0.3179 0.1267 -0.1973 0.2834
C 19.316669 15.228010 18.390261 0.9089 0.9708 0.4399 -0.3383
C 20.614976 14.808933 17.647266 -0.2137 -0.2453 -0.0422 1.2971
C 21.631048 14.124174 18.552887 0.8858 1.4134 -0.7198 -1.6260
O 20.234233 13.706481 16.728263 0.4101 0.6449 0.0965 -0.2322
H 18.927867 14.441651 19.057964 0.0695 -0.0154 -0.7248 0.3605
H 18.621027 15.560654 17.633558 -0.6414 -0.2709 -0.0575 -0.1952
H 19.398293 16.120802 19.062015 0.4930 -0.5960 -0.5994 -0.1002
H 21.102196 15.624755 17.033840 -0.7846 -0.6169 0.7541 -0.5464
H 22.432795 13.699102 17.957965 0.0684 -0.0312 -0.1889 0.1282
H 21.115786 13.329392 18.992961 -0.6406 -1.3085 1.0939 0.3735
H 22.137901 14.757301 19.299801 -0.6297 -0.0138 -0.2162 0.2933
H 19.567134 14.016951 16.102859 -0.1048 0.1453 0.1961 -0.0597
C 15.842193 14.804410 12.426943 0.4733 1.6068 -0.8733 -1.5971
C 14.746559 15.831967 12.037707 1.5858 -0.5542 1.0876 0.9390
C 13.564995 15.115291 11.395137 0.1646 -0.1007 -0.3048 -1.4240
O 14.398296 16.545646 13.279935 -0.0537 -0.8021 -1.2628 -0.0906
H 16.377605 14.548874 11.498947 -0.3102 -0.4509 0.3649 0.5253
H 15.496403 13.966904 12.977923 -0.5777 -0.9999 0.1956 0.2621
H 16.599100 15.280337 13.049755 -0.0229 0.2628 0.0595 0.1454
H 15.312007 16.563428 11.421157 -0.8783 -0.2744 -0.1164 0.4562
H 13.081945 14.478636 12.143715 0.1941 -0.0369 -0.0864 0.2312
H 13.894213 14.490157 10.539929 0.0142 0.2383 0.5921 0.3998
H 12.791973 15.754852 10.990770 -0.1281 0.5083 0.0202 0.3708
H 13.892010 17.285586 12.944035 -0.4281 0.2696 0.3719 -0.2253
C 23.103407 15.558077 14.921738 -0.8051 0.0559 -0.5392 -0.2913
C 23.843138 16.654223 15.614599 1.4573 2.6211 -0.7868 0.9620
C 25.411989 16.843001 15.337815 -1.2907 0.6845 0.6815 -1.3444
O 23.335539 17.985915 15.216687 -2.7493 -1.4179 -0.9426 -0.7109
H 23.450666 14.647299 15.353522 0.3662 -0.9059 -0.0816 -0.0108
H 23.245573 15.572401 13.826043 0.1019 -0.1123 0.4600 0.3996
H 21.992100 15.541046 15.098092 1.0336 0.4523 -0.0413 -0.2835
H 23.738051 16.584889 16.694697 -0.1894 -0.1757 0.2299 -0.0670
H 25.632480 17.229645 14.317786 -0.4372 0.1048 0.8291 0.2933
H 25.953537 15.939259 15.414895 0.4695 -1.3284 0.2167 0.4241
H 25.819423 17.493799 16.176518 -0.4798 -0.4188 -1.3391 0.2482
H 22.384274 17.836078 14.778461 2.4822 0.5055 1.0448 0.0904
C 17.117653 17.352302 15.689534 1.6823 -0.6989 -0.7280 -0.0160
C 16.885794 18.525201 16.564268 -2.6415 -2.3181 2.1876 0.8105
C 15.326113 18.675897 16.779136 1.5407 -0.0403 -0.2165 -1.0125
O 17.514982 18.320844 17.854464 0.6706 0.8535 -0.4800 0.5575
H 16.519417 16.485924 15.929070 -0.7372 -0.0730 -0.1740 -0.5778
H 18.134953 16.971953 15.868416 0.0960 0.3783 -0.3112 -0.0594
H 17.072097 17.684033 14.643222 -0.3310 -0.5061 0.1424 -0.1939
H 17.340130 19.344381 16.129146 0.8032 1.9579 -0.5818 0.4704
H 14.802514 17.707943 16.810358 0.3774 0.2222 0.1626 -0.3136
H 14.897302 19.245302 15.980661 -0.3354 0.3792 -0.6585 0.5494
H 15.182767 19.225037 17.686601 -0.3940 0.2629 0.5878 0.0536
H 16.993032 17.749933 18.431888 -0.4136 -0.4869 0.2249 -0.9714
C 17.513665 11.745952 15.355634 -1.3120 0.6360 -0.8794 -0.4686
C 16.389245 10.822012 15.790204 0.6478 0.6944 0.5713 1.2018
C 15.187991 10.832530 14.889411 -0.8945 -3.0223 0.4046 -1.6489
O 16.853737 9.484113 15.726736 -0.8339 -0.7749 -0.6707 -0.6534
H 18.326858 11.598022 16.005745 1.3771 -0.1647 0.6435 0.4032
H 17.269773 12.817397 15.349374 -0.3109 -0.2170 0.3280 -0.0293
H 17.740445 11.513644 14.327027 0.4943 -0.2763 -0.3389 0.1392
H 16.135073 11.094703 16.831127 -0.2323 -0.1631 -0.2737 -0.1346
H 15.429919 10.174267 14.005747 -0.1649 1.2041 0.4784 0.3993
H 14.762452 11.778562 14.672830 -0.1135 0.9669 -0.4064 0.2168
H 14.390428 10.213043 15.409679 0.6810 0.8021 -0.5093 0.4011
H 17.559457 9.246319 16.312153 0.6819 0.5381 0.6431 0.3103
C 14.368154 19.465040 11.954914 -0.0539 -2.2426 -0.3931 -0.3937
C 13.320487 20.435189 12.283089 -2.1371 1.1060 -0.3102 0.9667
C 12.750666 21.252724 11.083244 -0.9108 -0.6635 -0.5451 -1.4221
O 12.206845 19.757892 12.966978 1.8402 -0.3585 0.9115 -0.6412
H 15.252494 19.957171 11.591632 0.4722 0.0780 -0.2474 0.4898
H 13.985694 18.723064 11.182261 0.5792 0.7353 0.8320 0.4028
H 14.638683 18.921177 12.901966 0.0973 0.5031 -0.9303 -0.6035
H 13.765713 21.131076 12.973718 -0.0622 0.6129 0.4797 0.1421
H 13.594990 21.729450 10.560307 -0.2965 -0.0822 0.1899 0.4194
H 12.012746 22.065865 11.377741 0.9645 -1.0865 -0.0950 0.2512
H 12.219251 20.578444 10.304020 0.8621 0.9086 1.3781 0.2893
H 12.650896 19.315588 13.760530 -1.3388 0.7474 -1.2561 0.1151
C 8.635005 21.086551 12.567524 -0.2325 0.9467 1.0493 -1.2454
C 9.440453 22.214819 13.277116 -1.8277 -1.3493 1.0327 0.7408
C 8.543681 23.070477 14.206266 -1.3491 -1.0409 0.2821 -1.4751
O 10.449521 21.617977 14.092518 0.2647 0.6794 -0.2601 -0.2783
H 7.666377 21.498513 12.288661 -0.1610 -0.0944 -0.0876 0.4691
H 8.467690 20.289368 13.309851 0.1132 -0.0184 -0.6044 0.2156
H 9.116805 20.783939 11.646377 0.2717 -0.4989 0.0720 0.2908
H 9.685181 22.887404 12.483163 1.4409 0.5535 -0.4845 0.1984
H 8.251610 22.540888 15.176840 0.3293 0.4334 -1.4359 0.2797
H 7.607449 23.359013 13.643494 0.8566 -0.4125 0.6356 0.3737
H 8.990796 23.999726 14.503411 0.5877 0.3968 0.0814 0.3794
H 11.038172 20.988357 13.624885 -0.3231 0.3055 -0.2668 0.2663
C 17.381032 22.972544 17.796713 0.0930 -1.3459 0.5693 -1.2656
C 17.355481 23.048622 19.345393 0.6803 2.2746 0.5233 1.0736
C 16.046314 23.561805 19.918223 -1.0483 -1.2773 0.3251 -1.4086
O 17.635203 21.844754 20.033989 1.2302 0.0163 -1.0482 -0.2297
H 16.543568 22.387441 17.410624 -0.1307 -0.2096 0.1572 0.1668
H 18.300451 22.487928 17.405074 -0.3069 0.3199 0.3964 0.1970
H 17.287601 23.933227 17.329883 0.1090 0.7250 0.0346 0.6604
H 18.080359 23.913612 19.632819 -0.3973 -1.5875 -0.3882 -0.1695
H 15.667276 24.372335 19.299332 -0.0666 0.2846 0.3654 0.4117
H 16.078137 23.772192 21.014108 0.4022 0.3590 -0.9553 0.3574
H 15.303358 22.733451 19.895415 0.2597 0.3761 -0.3810 0.1495
H 18.420199 21.406156 19.601372 -0.8956 0.2030 0.6531 0.0196
C 22.587929 10.744085 16.319288 -0.1882 -1.9614 0.7387 -1.1650
C 23.173784 11.983785 15.763502 0.1516 1.4753 -0.6399 1.0765
C 24.424925 11.760603 14.867623 -0.5121 -0.4362 2.2165 -1.5437
O 22.123075 12.594522 14.914458 0.2686 0.0945 1.8012 0.0790
H 21.708854 10.950130 16.966336 0.5412 -0.0237 -0.3078 0.1708
H 23.325796 10.100641 16.923571 -1.0059 0.9560 -0.9832 0.3473
H 22.205628 10.184476 15.434422 0.3144 -0.0549 0.7515 0.2154
H 23.415595 12.712394 16.598976 -0.0641 -0.6846 -1.0523 -0.1537
H 24.680239 12.697018 14.444461 0.7235 1.0718 -0.1337 0.3435
H 24.198367 11.151030 14.013485 -0.1471 -0.8180 -0.1434 0.3221
H 25.233236 11.327034 15.543039 -0.8242 0.5503 -1.2270 0.3740
H 21.446019 13.005563 15.527410 0.6749 -0.4803 -0.4557 -0.0795
C 22.020625 16.194513 10.525188 0.0937 -3.6888 1.7407 -1.1084
C 20.616749 15.569743 10.645435 -0.9556 0.0568 -0.7523 0.4671
C 20.353399 14.347965 9.706241 1.4133 -0.5382 2.2460 -1.2108
O 20.167199 15.293663 12.007990 0.1687 1.5525 -1.3920 -0.0772
H 22.041072 17.060131 11.137484 0.3499 1.2009 -0.0621 0.2460
H 22.331341 16.213600 9.491845 0.0585 0.6704 -0.1859 0.4841
H 22.701892 15.431003 11.052309 -0.5745 1.0510 -0.7688 0.0919
H 19.911110 16.344369 10.318150 -0.0248 -0.1069 0.0041 0.3687
H 19.314656 14.104794 9.807610 -0.5452 -0.4639 0.0964 0.2241
H 21.017236 13.449726 9.960239 -1.0763 1.4274 -0.2657 -0.0436
H 20.535970 14.573031 8.694979 0.3066 0.5686 -1.3261 0.5572
H 20.670521 14.544869 12.303692 0.6212 -1.3501 0.3509 0.1468
C 25.311125 20.863361 15.759603 0.7332 0.6552 1.7640 -1.3957
C 24.747959 20.426956 17.122233 -0.0195 -0.9451 -1.1393 0.8063
C 24.843843 21.577802 18.067207 -0.7338 -0.2219 2.0707 -1.2512
O 23.370274 20.018391 17.011902 0.7486 -0.8447 -1.1026 -0.2777
H 24.640145 21.565651 15.311512 -0.4147 0.5729 -0.2960 0.3320
H 25.461532 20.051523 15.098506 0.2912 -0.8550 -0.6986 0.3044
H 26.264414 21.381384 16.024552 -0.4649 -0.4096 -0.7030 0.3793
H 25.275322 19.477302 17.390764 0.0889 0.9811 0.4859 0.1353
H 25.817547 21.703762 18.549857 -0.0221 -0.1984 -0.2259 0.4344
H 24.082307 21.459755 18.881312 0.6739 -0.0004 -0.5071 0.0751
H 24.593260 22.508186 17.591353 -0.1158 0.4142 -0.4635 0.3809
H 23.429924 19.277240 16.322546 -0.8200 0.7072 0.7373 0.1237
O 20.507986 21.462364 14.998453 -0.6217 -0.4892 -2.1349 -0.4398
H 20.996525 21.979138 14.336446 -0.1649 -0.0988 0.8240 0.1989
H 20.643007 21.773594 15.889269 0.5412 0.5088 1.0347 0.3621
O 15.953320 16.517363 19.425220 0.4165 -1.8204 -2.1408 0.8902
H 15.210790 17.110252 19.316125 -0.7729 0.6894 0.3460 -0.1260
H 15.832801 15.842509 18.653479 0.4011 1.1113 1.6689 -0.1534
O 21.308896 21.626668 17.554487 0.9009 -0.3664 -0.8187 -0.8766
H 22.011653 20.997012 17.170765 -0.7924 0.8173 0.8853 0.5531
H 20.783136 21.097726 18.156168 -0.2830 -0.3285 0.2366 0.3116
```
Forces are in eV/Å.